Here is an isolated ion of composition C4H9N2O and charge +1 in a non-equilibrium geometry from the Open Molecules 2025 dataset. Energies are from ωB97M-V/def2-TZVPD.

Each line ends with the natural charge from an NBO analysis.
CARTESIAN COORDINATES (ANGSTROEM)
C (-1.5866, 0.0997, -0.9243)  0.16
C (-1.8152, 0.1561, 0.5530)  -0.17
C (0.3428, -0.1462, 0.0028)  0.52
C (1.3015, 1.3205, -0.0573)  -0.57
N (-0.3821, -0.2417, -1.1482)  -0.48
N (1.2241, -1.3870, 0.1718)  -0.70
O (-0.5064, -0.0005, 1.0745)  -0.51
H (-2.4722, -0.0017, -1.6816)  0.25
H (-2.2048, 1.1733, 0.8151)  0.23
H (-2.6053, -0.5348, 0.9824)  0.24
H (1.8518, 1.3253, 0.7640)  0.20
H (0.5369, 2.0791, -0.1471)  0.24
H (1.9150, 1.1749, -1.0342)  0.22
H (2.3006, -1.1436, 0.2441)  0.46
H (1.0873, -1.9593, -0.5945)  0.44
H (1.0126, -1.9141, 0.9795)  0.45

Forces on the atoms, in the same order (eV/Å):
C -1.747 -2.443 -0.475
C -1.860 1.634 0.633
C 2.325 4.131 1.475
C -2.664 -4.307 -5.530
N -0.944 0.033 -2.957
N 3.373 2.811 1.022
O -0.301 -0.937 0.963
H 2.073 0.635 1.236
H 0.439 -0.571 0.059
H 1.176 0.308 -0.697
H 2.480 0.435 3.679
H 0.157 0.219 0.037
H -0.940 0.722 1.757
H -2.666 -0.462 -0.322
H -0.254 -1.613 -2.399
H -0.646 -0.594 1.520

As for the energy relative to the best compared isomer or geometry (same formula, charge and spin): 3.004 eV. As for the total charge: +1. Its LUMO energy is -3.77 eV. For the largest force on an atom, the calculation gives 0.146 hartree/bohr.

Here is a 2-piece molecular cluster, C4H9N2O overall in a non-equilibrium geometry from the Open Molecules 2025 dataset. Energies are from ωB97M-V/def2-TZVPD.

Each line ends with the natural charge from an NBO analysis.
CARTESIAN COORDINATES (ANGSTROEM)
C (1.4767, -1.7630, -0.1299)  0.49
C (1.8018, -0.8180, -1.0457)  -0.83
C (1.2305, -2.6426, 0.7543)  -0.50
C (-1.5022, 2.4927, -0.0196)  -0.47
N (-0.2122, 0.4780, -0.0694)  -0.30
N (-1.1580, 1.1156, 0.2021)  0.28
O (-2.2453, 0.5345, 0.8895)  -0.55
H (0.9672, 0.0000, -0.7226)  0.41
H (1.5686, -1.0412, -2.0839)  0.30
H (2.7467, -0.3045, -0.8980)  0.30
H (-2.1161, -0.4163, 1.0306)  0.49
H (0.4627, -2.5701, 1.5087)  0.30
H (1.8071, -3.5569, 0.7922)  0.31
H (-0.6383, 3.0411, -0.3853)  0.25
H (-1.8690, 2.9113, 0.9178)  0.26
H (-2.3200, 2.5396, -0.7407)  0.26

Forces on the atoms, in the same order (eV/Å):
C 0.520 -0.108 -0.262
C 0.653 -0.148 -0.611
C -0.316 -0.167 0.358
C -0.538 1.431 -0.214
N -0.600 0.132 0.381
N 0.003 -1.500 0.389
O -0.960 0.771 0.335
H 0.284 -0.133 0.021
H -0.123 -0.079 -0.036
H 0.126 0.020 0.140
H 0.644 0.063 -0.355
H -0.215 0.263 0.045
H 0.277 -0.120 -0.210
H 0.023 -0.244 0.044
H 0.121 -0.076 -0.061
H 0.101 -0.106 0.035

As for the energy relative to the best compared isomer or geometry (same formula, charge and spin): 7.386 eV. As for the total charge: +1. Its LUMO energy is -5.07 eV. For the largest force on an atom, the calculation gives 0.030 hartree/bohr.

Here is an isolated ion of composition C4H9N2O2 and charge -1 in a non-equilibrium geometry from the Open Molecules 2025 dataset. Energies are from ωB97M-V/def2-TZVPD.

Each line ends with the natural charge from an NBO analysis.
CARTESIAN COORDINATES (ANGSTROEM)
N (1.8147, -0.8634, 1.5731)  -0.84
C (1.5629, -0.3419, 0.1877)  -0.29
C (0.6177, 0.8596, 0.3324)  0.70
N (-0.3262, 1.2313, -0.6054)  -0.64
C (-1.0957, 0.4000, -1.4579)  -0.26
C (-1.7473, -0.7345, -0.3258)  -0.01
O (-0.6268, -1.0200, 0.3016)  -0.91
O (0.8545, 1.6014, 1.3168)  -0.74
H (0.9917, -1.1818, 1.9906)  0.36
H (2.1046, -0.0606, 2.0978)  0.36
H (2.5852, 0.1876, 0.0215)  0.15
H (1.2732, -1.1014, -0.5698)  0.23
H (-1.0487, 1.8321, -0.0694)  0.37
H (-0.4722, -0.0560, -2.1766)  0.17
H (-1.8715, 1.2149, -1.8704)  0.14
H (-2.6041, -0.3287, 0.2257)  0.10
H (-2.0121, -1.6388, -0.9720)  0.10

Forces on the atoms, in the same order (eV/Å):
N 1.565 -0.345 -1.907
C 2.262 1.553 0.741
C 0.182 -0.242 0.709
N -0.763 2.964 2.091
C -3.739 1.236 1.738
C 2.279 -0.573 -3.493
O -1.169 -1.156 2.232
O -0.799 -0.402 -1.211
H -1.817 -0.537 0.305
H 0.048 0.377 0.217
H -1.240 -1.003 -0.583
H 0.559 0.720 0.824
H 2.084 -0.840 -1.062
H 0.272 -0.784 -1.033
H 1.391 -2.131 -0.033
H -0.328 0.293 0.075
H -0.787 0.870 0.390

As for the energy relative to the best compared isomer or geometry (same formula, charge and spin): 3.423 eV. As for the total charge: -1. Its LUMO energy is 4.27 eV. For the largest force on an atom, the calculation gives 0.084 hartree/bohr.

Here is a 2-piece molecular cluster, C4H9N2O2 overall in a non-equilibrium geometry from the Open Molecules 2025 dataset. Energies are from ωB97M-V/def2-TZVPD.

Each line ends with the natural charge from an NBO analysis.
CARTESIAN COORDINATES (ANGSTROEM)
N (3.0437, 1.5011, -0.6688)  -0.91
C (1.9487, 0.7022, -0.2283)  0.87
O (1.0262, 1.3376, 0.3907)  -0.85
O (2.0209, -0.5171, -0.4884)  -0.79
H (3.1794, 2.3513, -0.1373)  0.36
H (3.8723, 0.9491, -0.8517)  0.36
C (-2.4545, -2.3694, -0.7339)  -0.62
C (-1.9116, -0.9973, -0.3899)  -0.32
C (-2.1454, -0.4022, 0.8110)  0.01
N (-1.5864, 0.7929, 1.2359)  -0.86
H (-3.1163, -2.7492, 0.1048)  0.19
H (-3.0697, -2.2997, -1.6348)  0.19
H (-1.5985, -3.0886, -0.9027)  0.20
H (-1.3056, -0.4884, -1.1248)  0.21
H (-2.7864, -0.9122, 1.5232)  0.15
H (-1.7503, 1.0209, 2.2073)  0.35
H (-0.6255, 0.9954, 0.8754)  0.46

Forces on the atoms, in the same order (eV/Å):
N 0.087 0.128 -0.126
C -0.627 -0.165 0.654
O 0.790 -0.325 -0.595
O -0.116 0.485 -0.005
H 0.000 -0.249 -0.089
H -0.164 0.207 0.156
C 0.260 -0.090 0.773
C -0.728 0.180 1.343
C 0.741 -0.416 -1.149
N -0.109 0.004 -0.128
H 0.788 0.275 -0.887
H 0.055 -0.330 -0.105
H -1.020 0.542 0.111
H 0.255 -0.014 0.001
H -0.120 -0.023 0.084
H 0.235 -0.130 -0.302
H -0.328 -0.076 0.262

As for the energy relative to the best compared isomer or geometry (same formula, charge and spin): 0.283 eV. As for the total charge: -1. Its LUMO energy is 4.02 eV. For the largest force on an atom, the calculation gives 0.030 hartree/bohr.

Here is a 2-piece molecular cluster, C4H9N2O2 overall from the Open Molecules 2025 dataset. Energies are from ωB97M-V/def2-TZVPD.

Each line ends with the natural charge from an NBO analysis.
CARTESIAN COORDINATES (ANGSTROEM)
N (1.2424, 2.0241, -2.7579)  -0.91
C (0.7847, 1.3481, -1.5924)  0.86
O (0.6567, 2.0282, -0.5571)  -0.80
O (0.5401, 0.1185, -1.7583)  -0.84
H (1.7824, 2.8600, -2.5825)  0.36
H (1.6373, 1.4000, -3.4451)  0.36
N (-1.8948, -0.1581, 0.1099)  -0.85
C (-1.2949, -1.3029, 0.7860)  -0.25
C (0.5448, -1.1278, 2.4675)  -0.46
C (0.1320, -1.0844, 1.2095)  -0.16
H (-1.3549, 0.0463, -0.7354)  0.40
H (-1.7530, 0.6588, 0.6932)  0.35
H (-1.3450, -2.1642, 0.1098)  0.18
H (-1.8910, -1.5748, 1.6645)  0.16
H (1.5787, -0.9261, 2.7222)  0.19
H (-0.1360, -1.3678, 3.2782)  0.17
H (0.7705, -0.7778, 0.3879)  0.25

Forces on the atoms, in the same order (eV/Å):
N 0.090 0.236 -0.324
C 0.014 -0.462 0.116
O -0.030 0.134 0.022
O -0.064 0.201 -0.041
H -0.083 -0.174 0.074
H 0.007 0.062 0.093
N -0.172 0.076 -0.078
C 0.067 -0.229 0.062
C 0.175 -0.107 -0.029
C -0.298 0.199 -0.178
H 0.132 -0.137 0.187
H 0.045 0.073 -0.022
H 0.037 0.083 -0.032
H -0.075 0.056 0.010
H -0.026 0.039 0.075
H -0.010 -0.032 0.033
H 0.190 -0.017 0.032

As for the energy relative to the best compared isomer or geometry (same formula, charge and spin): 0.394 eV. As for the total charge: -1. Its LUMO energy is 4.03 eV. For the largest force on an atom, the calculation gives 0.009 hartree/bohr.

Here is C4H9N2O2 as an isolated structure in a non-equilibrium geometry from the Open Molecules 2025 dataset. Energies are from ωB97M-V/def2-TZVPD.

Each line ends with the natural charge from an NBO analysis.
CARTESIAN COORDINATES (ANGSTROEM)
C (-0.2533, 1.8492, -0.5127)  -0.63
C (-0.3366, -2.0707, 0.0363)  -0.64
C (0.4770, 0.6057, -0.0951)  -0.47
C (-1.0259, -0.7370, -0.1284)  -0.01
N (-2.0313, -0.3897, 0.7535)  -0.47
N (-3.0168, 0.1922, 0.1288)  0.58
O (-3.0459, 0.5062, -1.0943)  -0.57
O (-3.9472, 0.4591, 0.9229)  -0.54
H (0.5776, 2.6762, -0.7095)  0.16
H (-0.8409, 2.2906, 0.2456)  0.21
H (-0.8963, 1.7261, -1.3868)  0.22
H (0.2473, -2.4251, -0.8049)  0.20
H (0.2956, -2.0616, 0.9871)  0.19
H (-1.1626, -2.7602, 0.1914)  0.20
H (1.3731, 0.2874, -0.6734)  0.17
H (0.7471, 0.6305, 0.9550)  0.18
H (-1.2512, -0.3391, -1.1253)  0.22

Forces on the atoms, in the same order (eV/Å):
C 2.991 1.770 -1.350
C -0.410 0.227 1.710
C -2.283 -2.263 0.650
C 4.041 2.849 -1.593
N 1.120 -0.890 -0.436
N -0.669 0.579 1.578
O -0.398 -0.164 0.602
O -0.994 0.555 -1.048
H -1.667 -1.187 -0.058
H -0.810 0.072 1.059
H 0.326 0.063 -0.030
H 0.182 0.328 -0.192
H -0.725 -0.162 -1.210
H 0.071 -0.615 0.158
H -0.855 0.167 -0.035
H 0.135 0.039 0.258
H -0.057 -1.369 -0.064

As for the energy relative to the best compared isomer or geometry (same formula, charge and spin): 5.851 eV. As for the total charge: -1. Its LUMO energy is 4.11 eV. For the largest force on an atom, the calculation gives 0.101 hartree/bohr.